(1)
This record from the OMol25 dataset describes a 13-piece molecular cluster, C5H35NO13 overall in a non-equilibrium geometry. The level of theory is ωB97M-V/def2-TZVPD.

Geometry as XYZ:
```
54
Properties=species:S:1:pos:R:3:forces:R:3:lowdin_charge:R:1
H -0.029 -1.107 3.718 0.108 1.626 1.327 -0.01
H 1.289 1.560 -1.368 0.081 0.086 -0.051 -0.02
H -2.455 3.642 0.746 -1.609 -2.684 0.984 0.14
H 2.698 -2.608 1.316 0.710 -2.976 -0.371 -0.01
O -1.071 1.359 3.639 -1.481 1.563 2.319 -0.05
O -0.905 3.254 -0.675 -1.138 -2.782 -1.408 -0.03
O 2.388 -1.752 1.410 -3.620 2.395 0.588 -0.07
N -2.311 1.610 0.116 1.994 0.640 -1.781 -0.13
C -3.952 -0.117 0.051 -1.859 -3.347 0.477 -0.10
H 3.492 -1.007 0.229 -0.916 0.783 -2.116 0.08
C -1.458 2.136 -0.924 -0.698 1.158 2.569 -0.36
H -4.127 -0.160 -1.017 -0.590 0.630 -0.221 0.06
H -3.487 2.323 1.864 -0.927 -0.169 -1.207 0.08
H -0.937 1.001 2.784 1.395 -1.020 -0.481 -0.05
O 1.409 -4.150 -0.184 1.777 1.319 -0.379 -0.07
H 3.036 1.968 2.766 0.186 0.264 0.083 0.03
O 0.079 -1.641 -1.835 -0.373 0.743 -2.014 -0.12
H -4.775 0.397 0.613 1.314 0.354 -0.552 0.09
O 3.593 -0.476 -0.657 1.048 -0.190 2.939 -0.10
H 2.285 0.371 -1.372 -0.959 0.019 -0.377 0.03
H 1.008 -3.617 -0.912 -0.241 -1.110 1.215 0.01
O 1.443 0.706 -1.820 0.998 -0.935 0.674 -0.13
H 2.517 -2.382 -2.151 -1.822 -0.926 3.261 -0.05
O -0.748 -4.021 -1.611 -2.215 0.181 3.733 -0.04
H -2.028 -0.301 1.107 -0.519 0.755 -0.283 0.09
C -1.294 1.414 -2.283 -1.774 -1.786 0.203 0.01
H -0.480 1.238 4.398 0.171 -0.513 -1.304 0.06
H -0.180 1.631 1.067 -0.065 0.858 -0.238 0.04
H -1.566 0.316 -2.572 -0.259 1.738 1.667 0.11
H -0.926 -3.073 -1.502 0.300 -0.332 -0.524 0.02
H -4.204 -1.207 0.332 0.704 1.267 -0.236 0.10
H 0.727 0.592 0.465 0.864 -0.253 -0.952 0.03
H 1.352 -1.866 1.461 3.005 0.271 0.072 0.09
H -0.292 1.356 -2.523 1.975 0.681 -0.567 0.02
C -2.490 0.166 0.211 0.502 -0.531 -0.984 -0.25
H 0.349 -0.692 -1.686 0.223 -0.799 -0.500 0.02
O 0.119 0.734 1.174 -0.026 -0.437 1.052 -0.04
O 1.836 2.917 -0.683 -1.257 0.061 1.888 -0.05
H 3.114 -0.965 -2.680 -0.445 -0.307 1.026 0.01
H -1.922 2.688 2.087 -0.047 -0.981 -1.631 0.08
H -1.815 1.945 -3.051 -0.288 0.933 -0.282 0.08
H 0.785 -4.745 0.203 -0.945 -0.219 -0.267 0.02
H -1.911 -0.347 -0.673 -1.140 1.069 1.784 0.12
H -0.753 -0.991 2.200 2.133 -1.629 3.367 0.08
H 2.544 2.851 -1.313 0.041 1.339 -0.609 0.06
C -2.652 2.526 1.198 2.811 3.500 0.771 -0.07
H 2.061 0.930 2.197 2.100 0.474 -0.283 0.04
H -0.003 -1.750 -2.847 0.501 0.526 2.381 0.12
O 2.955 -1.900 -2.769 2.268 0.753 -4.869 -0.02
H -0.450 -4.236 -2.433 1.080 -0.509 -3.585 0.00
O -0.237 -1.566 2.942 -2.121 -0.371 -4.812 -0.08
O 3.031 1.237 2.146 -2.198 -0.744 0.164 -0.08
H 4.200 0.182 -0.272 -0.121 0.207 -0.573 0.07
H 1.144 3.627 -0.630 1.361 -0.646 -1.086 0.08
```
Positions in Å, forces in eV/Å.

Its energy relative to the best compared isomer or geometry (same formula, charge and spin) is 121.6 kcal/mol. As for the HOMO-LUMO gap: 9.68 eV.

=====

(2)
This record from the OMol25 dataset describes C41H44Cl3CoN4OS as an isolated structure. The level of theory is ωB97M-V/def2-TZVPD.

Geometry as XYZ:
```
95
Properties=species:S:1:pos:R:3:forces:R:3:lowdin_charge:R:1
H -1.000 1.662 -1.790 0.054 0.051 0.015 0.05
H 5.882 0.625 0.040 0.005 -0.021 -0.011 0.08
H -3.185 -2.639 5.175 -0.045 -0.046 -0.081 0.15
C 3.360 -0.221 0.874 0.155 -0.094 -0.069 0.02
H 5.350 -2.486 -2.005 0.002 -0.022 0.022 0.09
C 0.093 1.866 4.705 0.019 -0.128 -0.033 -0.31
H -1.831 -5.405 -4.777 -0.006 -0.024 0.019 0.09
N -2.543 -1.682 3.427 -0.001 -0.075 0.025 -0.05
C -2.281 -1.552 9.426 -0.085 0.031 0.049 -0.09
O -0.946 -0.227 5.041 0.096 0.049 0.065 -0.14
H -2.497 2.992 1.313 -0.015 -0.003 0.004 0.09
H 3.219 -2.703 -1.390 -0.028 0.018 0.028 0.10
Cl -0.780 -2.722 11.336 0.016 -0.019 0.034 0.71
C -3.737 -1.296 2.852 0.054 0.018 0.005 -0.02
C -1.600 -3.587 -2.619 0.063 -0.065 -0.029 0.02
H 1.684 -3.989 -2.036 -0.029 0.043 0.001 0.11
C 0.233 3.154 2.772 0.085 0.062 -0.024 -0.42
C 5.340 -1.496 -0.056 0.077 -0.072 0.017 -0.56
C -0.084 -5.472 -3.469 0.049 -0.047 -0.055 -0.56
H -4.682 -1.436 3.349 0.029 -0.015 -0.013 0.13
C 0.561 -6.507 -2.533 -0.042 0.059 0.007 -0.04
C -0.179 -2.488 8.724 0.041 -0.025 0.010 -0.12
H -2.464 -4.022 -3.100 0.003 0.027 0.018 0.11
C -3.425 -0.765 1.641 0.033 0.090 0.115 -0.08
H -5.670 0.870 -1.814 0.020 -0.002 -0.006 0.10
H 1.606 0.794 1.584 0.005 0.069 -0.001 0.10
H 1.828 -4.754 -4.266 -0.012 -0.002 -0.001 0.08
H 0.730 -7.437 -3.078 0.004 0.013 0.011 0.09
H -2.993 -1.342 10.212 0.010 -0.001 -0.024 0.11
H 6.939 -2.028 1.305 -0.017 0.007 -0.007 0.09
H 0.063 0.780 6.555 0.005 -0.018 0.005 0.11
C -2.303 -2.133 4.789 0.078 0.090 0.006 -0.05
C -5.457 1.954 0.024 -0.017 0.003 -0.032 -0.11
H -6.520 2.001 0.221 0.027 -0.002 -0.002 0.10
C 0.697 -3.547 -2.028 0.099 -0.002 -0.012 0.05
C -1.748 -2.412 -1.907 0.002 0.093 -0.067 -0.07
C 5.659 -2.678 -0.974 -0.026 0.042 0.035 -0.06
H 5.364 -2.687 1.770 0.024 0.017 0.006 0.09
H 5.730 -0.977 2.038 0.006 -0.023 -0.008 0.08
H -4.914 3.078 1.768 0.034 -0.014 -0.032 0.10
N -2.054 -0.804 1.479 -0.085 -0.136 0.073 0.00
H -3.250 0.787 -2.269 -0.019 0.027 -0.004 0.11
H 5.183 -3.598 -0.625 0.014 0.009 -0.028 0.09
H -1.578 2.106 3.276 -0.027 0.006 0.006 0.11
C 6.042 -0.243 -0.602 -0.034 -0.008 0.015 -0.03
C 0.875 -5.146 -4.627 -0.028 -0.001 0.031 -0.03
C -2.517 -1.150 8.122 -0.008 -0.014 0.031 -0.01
C 2.901 -1.933 -0.704 0.039 -0.103 -0.041 0.06
H -0.520 -1.518 2.780 -0.031 -0.020 0.011 0.14
C 2.008 0.022 0.938 -0.157 -0.012 0.145 -0.07
C 3.846 -1.227 0.034 -0.080 0.103 0.010 -0.13
H 7.117 -0.426 -0.659 -0.017 0.020 -0.005 0.09
C 5.870 -1.814 1.353 -0.040 0.003 -0.032 -0.04
H -3.429 -0.611 7.894 0.015 -0.010 0.001 0.12
H -0.027 3.679 1.865 0.058 -0.067 0.050 0.07
C -2.680 1.853 -0.495 0.018 -0.020 -0.029 -0.34
H 4.033 0.377 1.473 -0.035 0.011 0.005 0.12
C -1.224 1.684 -0.719 -0.082 0.083 -0.260 -0.19
H 0.742 -3.004 8.956 -0.008 0.002 -0.004 0.11
C -0.440 -2.084 7.425 -0.081 0.047 0.088 -0.57
C -3.612 1.276 -1.368 -0.001 -0.121 -0.012 -0.08
C -1.616 -1.408 7.095 0.105 0.001 -0.027 -0.20
H 5.683 0.001 -1.603 0.013 0.004 0.015 0.09
H -1.490 1.483 6.062 -0.017 -0.046 0.048 0.15
H -2.850 -0.305 5.764 -0.020 -0.014 0.070 0.15
H -4.076 -0.333 0.897 0.030 -0.022 0.007 0.09
C -3.189 2.506 0.633 -0.070 0.049 0.076 -0.07
H -1.130 -7.006 -4.555 -0.005 0.015 -0.015 0.09
C -1.106 -2.221 9.717 0.006 0.017 -0.080 -0.66
H 1.083 -6.048 -5.205 -0.019 0.008 0.025 0.09
C -0.556 2.354 3.530 -0.043 -0.037 0.014 -0.14
C -1.961 -0.948 5.696 -0.131 -0.011 -0.100 -0.31
C 1.550 -1.647 -0.578 -0.138 0.072 -0.070 -0.17
C 0.483 -2.366 -1.345 -0.071 0.049 0.127 -0.16
H -0.616 2.466 -0.260 -0.077 -0.002 0.096 0.04
C -4.551 2.557 0.888 0.046 0.041 0.062 -0.09
Cl 2.526 1.947 5.997 0.033 0.006 0.015 0.68
H 1.523 -6.170 -2.145 -0.024 -0.013 -0.013 0.08
H -1.473 -2.836 4.771 -0.033 -0.026 0.015 0.11
H -2.714 -1.928 -1.834 -0.010 0.019 0.028 0.12
Cl 0.777 -2.441 6.236 0.032 -0.020 -0.049 0.75
S 1.798 3.336 3.461 -0.035 -0.063 0.049 1.00
H -0.095 -6.720 -1.686 0.030 -0.028 -0.008 0.10
N -0.738 -1.801 -1.291 -0.011 -0.234 -0.077 0.04
C 1.376 2.310 4.780 -0.029 0.085 -0.183 -0.97
H 6.736 -2.847 -0.982 -0.014 0.006 -0.003 0.09
H -2.094 -6.296 -3.263 0.002 -0.004 -0.027 0.09
Co -0.888 -0.164 -0.038 0.120 0.085 -0.022 0.68
C -1.368 -6.071 -4.047 0.021 0.051 0.047 -0.06
N 1.110 -0.677 0.237 0.104 -0.048 -0.063 0.04
C -4.976 1.320 -1.114 0.027 0.005 0.004 -0.10
C -0.349 -4.187 -2.697 0.021 0.020 0.023 -0.13
C -1.565 -1.363 2.567 -0.024 0.058 0.004 -0.13
C -0.584 0.981 5.698 -0.032 0.123 -0.022 -0.15
H 0.433 -4.405 -5.296 0.027 -0.011 -0.006 0.10
```
Positions in Å, forces in eV/Å.

As for the multiplicity: 4. Its energy relative to the best compared isomer or geometry (same formula, charge and spin) is 0.0 kcal/mol. As for the total charge: +1. As for the HOMO-LUMO gap (spin up / spin down): 6.63 / 7.02 eV.

=====

(3)
This record from the OMol25 dataset describes an isolated molecule of C6H9N. The level of theory is ωB97M-V/def2-TZVPD.

Geometry as XYZ:
```
16
Properties=species:S:1:pos:R:3:forces:R:3:lowdin_charge:R:1
C 0.713 0.320 1.718 0.010 -0.015 0.024 -0.05
H -0.531 3.158 -1.409 -0.056 -0.038 0.146 0.06
C -0.390 1.456 -0.202 0.029 -0.079 -0.065 -0.07
H 0.366 1.181 2.297 0.077 -0.151 -0.121 0.08
H 0.932 -0.317 -1.654 -0.074 -0.033 0.093 0.14
N 0.875 -2.036 -0.412 0.200 -0.115 0.126 0.02
H 1.806 0.278 1.778 -0.135 -0.016 -0.028 0.08
C -1.046 2.369 -0.866 0.055 -0.068 0.020 0.01
H 0.915 -2.194 0.585 0.044 0.010 0.197 0.08
H -2.131 2.337 -0.931 0.117 0.074 0.082 0.06
C 0.254 0.426 0.286 -0.142 0.226 -0.103 -0.26
H -0.805 -2.157 -1.791 0.126 -0.032 0.117 0.10
H -1.271 -1.796 -0.055 0.081 0.028 -0.125 0.11
H 0.324 -0.584 2.205 0.025 0.089 -0.108 0.07
C -0.500 -1.772 -0.823 -0.282 -0.018 -0.079 -0.14
C 0.488 -0.670 -0.727 -0.075 0.138 -0.175 -0.29
```
Positions in Å, forces in eV/Å.

Its SMILES is C=C=C(C)[C@@H]1CN1. Its energy relative to the best compared isomer or geometry (same formula, charge and spin) is 70.1 kcal/mol. As for the HOMO-LUMO gap: 9.77 eV.

=====

(4)
This record from the OMol25 dataset describes C23H24N6OOs as an isolated structure. The level of theory is ωB97M-V/def2-TZVPD.

Geometry as XYZ:
```
55
Properties=species:S:1:pos:R:3:forces:R:3:lowdin_charge:R:1
H 0.709 -4.028 0.540 0.013 0.009 -0.016 0.06
H -0.297 6.875 1.628 0.004 -0.001 0.003 0.09
C -3.151 -0.825 -0.229 -0.020 0.012 0.003 -0.10
C -0.243 3.067 0.273 0.001 0.002 -0.005 -0.10
N -1.483 0.976 0.145 -0.380 0.111 0.195 -0.09
C -1.393 2.315 0.560 0.034 -0.112 -0.052 -0.21
C -2.198 -3.134 2.342 0.009 0.017 0.019 0.01
C 2.072 1.271 -1.683 -0.038 0.008 -0.040 -0.08
H -0.417 6.121 3.215 0.000 -0.003 0.001 0.11
C -3.155 -2.620 1.504 -0.011 0.048 0.030 0.01
H 0.430 -2.792 -1.623 -0.012 -0.021 0.023 0.12
H 1.418 4.452 -1.455 0.002 0.006 -0.004 0.14
C -2.404 2.868 1.346 -0.015 0.060 0.015 0.02
H 2.504 0.329 -1.973 -0.012 -0.004 -0.014 0.12
H -2.339 -3.868 3.116 -0.002 -0.003 -0.002 0.13
C 1.527 -3.992 -0.177 0.005 -0.027 -0.006 -0.05
N -2.553 -1.716 0.695 0.018 0.032 0.038 -0.06
H 2.478 -3.961 0.359 0.001 0.002 0.005 0.10
H -3.049 2.351 -1.433 -0.001 0.001 0.005 0.14
H -5.100 1.589 -2.545 0.002 -0.001 -0.004 0.14
C -5.021 -0.395 -1.714 0.005 0.019 0.005 -0.21
C -0.915 6.229 2.249 -0.001 -0.002 -0.011 -0.01
C -4.301 -1.243 -0.879 0.009 -0.018 -0.014 0.05
H 0.785 4.906 0.622 0.003 0.007 0.002 0.13
H 3.171 2.850 -2.793 0.002 0.000 0.000 0.12
Os -0.072 -0.214 0.059 0.618 -0.492 -0.147 1.46
O 1.516 -1.539 -0.433 -0.145 -0.042 0.185 -0.26
H 2.178 -2.843 -1.888 -0.017 -0.004 -0.012 0.13
C -6.240 -0.879 -2.433 -0.002 -0.002 -0.003 -0.01
N 0.733 2.612 -0.656 0.125 0.022 0.164 -0.04
H -1.871 6.720 2.424 -0.001 -0.001 0.001 0.09
H -5.980 -1.150 -3.459 -0.003 0.002 0.000 0.11
H -3.280 2.275 1.575 0.005 -0.007 -0.006 0.14
N -1.236 -1.632 1.000 0.016 -0.071 -0.116 -0.11
H -0.033 -2.549 2.443 0.002 -0.004 -0.009 0.13
C -0.112 4.333 0.814 -0.008 -0.008 -0.024 0.05
H -3.036 4.543 2.501 0.001 0.003 -0.001 0.13
C -4.558 0.915 -1.894 -0.001 -0.031 -0.004 0.01
H -4.643 -2.260 -0.737 -0.003 0.003 -0.002 0.13
N 1.481 0.305 2.692 0.073 -0.110 -0.006 0.07
C -1.104 4.881 1.625 0.009 -0.001 0.009 -0.21
H 2.292 -1.539 0.147 0.035 0.082 -0.007 0.12
N 1.064 1.308 -0.816 -0.088 -0.029 -0.143 -0.10
C 1.399 -2.833 -1.128 0.070 0.030 -0.078 -0.21
H -6.996 -0.097 -2.486 -0.001 -0.001 0.002 0.10
C -2.258 4.133 1.871 -0.020 -0.021 -0.003 0.01
C 0.905 0.113 1.710 -0.239 0.359 0.013 -0.42
H -4.215 -2.797 1.454 0.004 -0.011 -0.013 0.14
C 2.404 2.561 -2.096 0.005 0.002 0.007 0.01
H -6.671 -1.755 -1.954 0.002 -0.002 -0.002 0.09
C 1.535 3.383 -1.428 -0.001 0.001 0.018 0.00
C -3.416 1.347 -1.269 -0.006 -0.012 0.022 0.02
H 1.515 -4.918 -0.753 -0.005 -0.007 0.009 0.10
C -1.015 -2.475 2.004 -0.017 -0.010 0.006 -0.09
C -2.685 0.496 -0.422 -0.020 0.219 -0.034 -0.18
```
Positions in Å, forces in eV/Å.

Its energy relative to the best compared isomer or geometry (same formula, charge and spin) is 0.0 kcal/mol. As for the total charge: +2. As for the HOMO-LUMO gap (spin up / spin down): 6.22 / 6.59 eV.